ORCA calculation (ωB97M-V/def2-TZVPD) on C30H21Cl3CuN4O4S as an isolated structure.

```
64
C30H21Cl3CuN4O4S ωB97M-V/def2-TZVPD
Cu -0.67213 0.20068 -0.04383
C 4.42861 -3.09852 -4.96278
C 3.86316 -2.54683 -3.68053
C 3.50227 -1.20790 -3.57229
C 2.97492 -0.70183 -2.39279
C 2.81567 -1.54569 -1.30475
C 3.16297 -2.88709 -1.39150
C 3.68183 -3.37772 -2.57640
S 2.22160 -0.93909 0.24813
O 1.39294 -1.95889 0.82046
O 3.36628 -0.53162 1.02894
N 1.27913 0.33682 -0.11620
C 1.76507 1.64876 -0.14141
C 3.08699 2.07534 -0.17905
C 3.42210 3.43977 -0.19101
C 2.47407 4.42211 -0.17183
C 1.11734 4.04842 -0.16810
C 0.06376 4.98754 -0.16126
C -1.23374 4.56632 -0.17090
C -1.49363 3.18742 -0.20428
N -0.54231 2.28504 -0.20784
C 0.76573 2.67658 -0.17085
H 4.57535 -2.30986 -5.70078
H 3.75819 -3.84529 -5.39509
H 5.38904 -3.58627 -4.78537
H 3.62709 -0.54824 -4.42354
H 2.67303 0.33572 -2.32663
H 3.01134 -3.53333 -0.53499
H 3.94207 -4.42860 -2.64859
H 3.87715 1.34508 -0.17314
H 4.47027 3.71142 -0.21238
H 2.74393 5.47142 -0.16528
H 0.30390 6.04482 -0.15651
H -2.05702 5.26731 -0.16410
H -2.51349 2.82126 -0.23969
C -4.94700 0.06787 -0.49243
C -3.57923 0.19852 -0.74622
N -2.68861 0.29404 0.22206
C -3.09318 0.22459 1.51100
C -4.44362 0.09483 1.85588
C -5.37563 0.02437 0.80866
C -4.81303 -0.00336 3.24015
C -3.87250 -0.02090 4.20518
C -2.47684 0.06248 3.87759
C -1.45267 -0.05046 4.83445
C -0.14568 -0.01084 4.43407
C 0.14367 0.17153 3.07289
N -0.79839 0.30038 2.16616
C -2.08815 0.21974 2.54538
H -5.63926 -0.01073 -1.31885
H -3.19172 0.21583 -1.75802
H -6.42855 -0.08682 1.04053
H -5.86494 -0.08726 3.48776
H -4.15393 -0.11562 5.24792
H -1.71219 -0.18456 5.87788
H 0.66454 -0.12266 5.14046
H 1.16772 0.21428 2.71942
Cl -2.84630 -3.67082 -2.19875
C -1.51392 -3.83101 -1.01141
Cl -1.88446 -5.16204 0.08538
Cl -0.01170 -4.17881 -1.87344
C -1.43154 -2.45143 -0.25194
O -1.82763 -2.39527 0.89906
O -0.93878 -1.53096 -0.98466
```

Properties
⟨S²⟩ ... 0.753
Total charge ... 0
Gap between HOMO and LUMO (alpha / beta) ... 7.322 / 7.273 eV
Spin multiplicity ... 2
ΔE to the lowest compared entry with this formula, charge and spin ... 0.000 eV
Max |F| ... 0.59 eV/A
Total energy ... -5095.15040 hartree